# 1
Here is the molecule C5H4N2S in a non-equilibrium geometry from the Open Molecules 2025 dataset. Energies are from wB97M-V/def2-TZVPD.

Geometry (Å):
C -0.08 1.24 -0.07
C 0.25 -1.26 -0.03
C 0.61 2.50 0.01
C 1.36 -2.08 0.13
C 0.66 0.08 -0.14
N 1.82 2.67 0.22
N 2.54 -1.48 0.10
S 2.42 0.12 -0.14
H -1.16 1.20 -0.12
H -0.77 -1.57 -0.01
H -0.04 3.38 -0.16
H 1.34 -3.14 0.28

Its calculated total energy is -700.5093 hartree. The HOMO energy (spin up / spin down) is -9.5 / -8.1 eV. The value obtained for the frontier orbital gap (spin up / spin down) is 7.69 / 7.24 eV.


# 2
Here is the ion H2N3S4 with charge +1 in a non-equilibrium geometry from the Open Molecules 2025 dataset. Energies are from wB97M-V/def2-TZVPD.

Geometry (Å):
N 1.85 0.21 0.19
N -1.98 0.35 -0.14
N -0.02 -1.52 0.23
S 0.90 1.46 -0.53
S 1.42 -1.32 0.34
S -0.85 1.21 0.57
S -1.54 -1.57 -0.18
H 2.70 0.61 0.57
H -2.47 0.57 -1.03

Its calculated total energy is -1757.8420 hartree. As for the net charge: +1. The HOMO energy is -13.5 eV. The value obtained for the frontier orbital gap is 7.27 eV.


# 3
Here is the molecule C9H11PS in a non-equilibrium geometry from the Open Molecules 2025 dataset. Energies are from wB97M-V/def2-TZVPD.

Geometry (Å):
S 2.94 -0.54 -1.15
P 1.35 -0.08 -0.12
C 1.07 1.67 0.17
C -0.05 2.37 0.06
C -1.40 1.90 -0.44
C -1.14 0.79 -1.44
C -0.52 -0.46 -0.74
C -1.10 -1.64 -0.49
C -0.23 -2.58 0.29
C 0.79 -2.32 1.15
C 1.13 -0.88 1.53
H 2.00 2.21 0.48
H 0.04 3.43 0.31
H -1.92 1.45 0.33
H -1.85 2.82 -0.68
H -0.30 1.15 -2.08
H -1.91 0.55 -2.18
H -1.99 -2.00 -0.98
H -0.59 -3.67 0.04
H 1.30 -2.90 1.86
H 0.34 -0.23 1.86
H 2.03 -1.06 2.21

Its calculated total energy is -1088.9961 hartree. The HOMO energy is -8.5 eV. The value obtained for the frontier orbital gap is 8.86 eV. The structure (SMILES) is S=[P@@]12C=CCCC1=CC=CC2.


# 4
Here is a cluster of 13 separate species, ClH24O16 in total in a non-equilibrium geometry from the Open Molecules 2025 dataset. Energies are from wB97M-V/def2-TZVPD.

Geometry (Å):
Cl -0.09 0.46 0.70
O -0.16 -0.81 1.47
O 0.53 1.52 1.54
O 0.78 0.36 -0.49
O -1.54 0.89 0.30
O 1.54 2.68 -2.14
H 0.92 2.24 -1.54
H 2.40 2.49 -1.81
O 1.83 3.95 0.64
H 1.13 3.54 1.13
H 1.47 4.70 0.17
O -4.15 0.29 -0.83
H -4.55 1.01 -1.32
H -3.50 0.76 -0.23
O 3.15 1.20 1.80
H 2.27 1.56 1.76
H 3.13 0.25 1.96
O -0.63 0.51 -3.67
H -0.83 0.08 -2.86
H -1.01 1.37 -3.40
O -1.34 2.80 -1.90
H -1.40 2.35 -1.04
H -2.17 3.33 -2.12
O 2.88 -1.36 1.63
H 1.93 -1.50 1.78
H 3.38 -1.59 2.41
O -2.01 -2.56 0.42
H -1.83 -3.48 0.48
H -1.39 -2.00 0.94
O 0.45 -2.05 3.94
H -0.23 -2.66 3.68
H 0.13 -1.22 3.58
O 0.73 -3.60 0.87
H 1.69 -3.64 0.91
H 0.66 -3.02 0.11
O 0.56 -2.13 -1.56
H 1.47 -2.44 -1.42
H 0.75 -1.15 -1.27
O -2.17 -1.03 -1.93
H -2.88 -0.51 -1.51
H -1.88 -1.59 -1.21

Its calculated total energy is -1678.2397 hartree. As for the net charge: -1. The HOMO energy is -6.8 eV. The value obtained for the frontier orbital gap is 9.26 eV.


# 5
Here is a structure of composition C3H5PS in a non-equilibrium geometry from the Open Molecules 2025 dataset. Energies are from wB97M-V/def2-TZVPD.

Geometry (Å):
C 0.04 0.38 -0.08
C 0.40 -0.97 -0.78
C -0.99 -0.45 -0.89
P -0.03 0.43 1.78
S -0.20 -0.58 -2.41
H 0.43 1.58 -0.65
H 0.91 -1.87 -0.26
H -2.09 -0.76 -0.72
H 0.24 1.82 1.93
H 1.29 0.43 2.09

Its calculated total energy is -856.6858 hartree. The HOMO energy is -8.5 eV. The value obtained for the frontier orbital gap is 9.33 eV.


# 6
Here is the molecule HN2OP in a non-equilibrium geometry from the Open Molecules 2025 dataset. Energies are from wB97M-V/def2-TZVPD.

Geometry (Å):
N -1.40 0.74 -1.44
P -0.78 -0.27 -0.51
N -1.53 -1.57 -1.41
O -0.89 -2.30 -2.09
H 0.43 0.08 -0.17

Its calculated total energy is -526.4720 hartree. The HOMO energy is -9.5 eV. The value obtained for the frontier orbital gap is 7.85 eV. The structure (SMILES) is N#[PH]N=O.